Record 1
An isolated ion of composition C10H18N3O2 and charge +1 at a distorted geometry, computed with wB97M-V/def2-TZVPD.

Values from the calculation:
**2S+1**: 1
**Charge**: +1
**HOMO-LUMO gap**: 0.351 Ha

Geometry as XYZ:
```
33
C10H18N3O2 (wB97M-V/def2-TZVPD)
C -1.93956 -1.39222 0.46327
C 0.48683 1.20791 0.14559
C 0.79164 0.67149 1.48066
C -0.21448 -1.00889 0.02686
C 0.33303 -0.77565 1.45110
C -3.04392 -1.71726 -0.47438
C 1.56850 -2.46207 -1.32662
C 1.02049 3.31841 0.83152
C 0.05077 3.08526 -1.43635
C 0.19684 -2.31221 -0.79483
N -1.97835 -1.13084 1.69929
N -0.04413 0.24903 -0.63942
N 0.52532 2.46612 -0.21226
O -0.83944 -0.98896 2.33867
O 1.30130 -1.72359 1.71216
H 1.88550 0.71627 1.82298
H 0.21611 1.16552 2.20477
H -3.01863 -2.81496 -0.79466
H -2.97369 -1.02366 -1.22850
H -3.99228 -1.63199 -0.02186
H 2.40768 -2.39032 -0.65869
H 1.85214 -1.78558 -2.08050
H 1.78805 -3.42272 -1.80065
H 0.25480 3.53880 1.53722
H 1.86512 2.74199 1.30498
H 1.37103 4.24678 0.32893
H -1.04164 2.74409 -1.69515
H -0.06755 4.19526 -1.29847
H 0.70140 2.88525 -2.27793
H -0.02931 -3.18191 -0.08421
H -0.60420 -2.44258 -1.50083
H -0.64006 0.47766 -1.51480
H 1.81068 -1.50441 2.49209
```

Record 2
An isolated ion of composition C10H18N3O2 and charge +1 at a distorted geometry, computed with wB97M-V/def2-TZVPD.

Values from the calculation:
**2S+1**: 1
**Charge**: +1
**HOMO-LUMO gap**: 0.370 Ha

Geometry as XYZ:
```
33
C10H18N3O2 (wB97M-V/def2-TZVPD)
C -2.07680 -0.23971 1.34425
C 1.01273 -0.66141 0.09677
C 0.24001 -1.81723 -0.28911
C -1.14446 0.18861 0.04176
C -1.16210 -1.19147 -0.68166
C -2.47606 0.65198 2.49133
C -0.86670 1.93723 -1.79778
C 3.27544 -1.59977 0.11478
C 2.93273 0.75647 0.23896
C -1.74252 1.42639 -0.65846
N -2.71366 -1.24607 1.07282
N 0.24019 0.40993 0.35848
N 2.30326 -0.54794 0.31039
O -2.26141 -1.84221 -0.13788
O -1.26278 -0.93872 -2.08058
H 0.58023 -2.45772 -1.21015
H 0.11019 -2.46741 0.65583
H -2.96168 1.53635 2.13340
H -1.49098 0.86683 3.17354
H -3.17110 0.12181 3.13225
H -1.19547 1.53140 -2.79907
H 0.30445 1.83440 -1.56594
H -0.95086 3.02007 -2.04798
H 3.02403 -2.69197 -0.13833
H 3.92318 -1.32511 -0.87117
H 4.11083 -1.72676 0.92585
H 3.21054 1.10742 -0.76216
H 2.30399 1.52058 0.73860
H 3.86224 0.64227 0.83487
H -2.81672 1.16456 -1.11562
H -1.86564 2.32100 0.11122
H 0.53203 1.39867 0.74063
H -1.80715 -1.68247 -2.35984
```

Record 3
An isolated ion of composition C10H18N3OS and charge +1 at a distorted geometry, computed with wB97M-V/def2-TZVPD.

Values from the calculation:
**2S+1**: 1
**Charge**: +1
**HOMO-LUMO gap (alpha / beta)**: 0.248 / 0.220 Ha

Geometry as XYZ:
```
33
C10H18N3OS (wB97M-V/def2-TZVPD)
C 2.54454 -2.29378 -0.23693
C 3.07980 -0.18994 0.72146
C -1.67326 0.81313 -0.44314
C -1.15879 -0.71393 1.34692
C -3.15783 0.48893 -0.30620
C -2.60775 -1.04353 1.50469
C 0.55462 -0.18137 -0.35042
C 4.16201 0.58810 1.33439
C 1.08574 1.26786 -2.37099
C 0.83888 -0.18029 -1.82444
N 3.24199 -1.42510 0.20860
N -0.85291 -0.32743 -0.03478
N -3.50648 0.05351 1.12189
O 2.05153 -3.17851 -0.77074
S 1.56168 0.67419 0.71445
H -1.43794 1.15353 -1.46308
H -1.39844 1.70250 0.17272
H -0.83085 0.18176 2.00895
H -0.58326 -1.71322 1.51675
H -3.58505 1.37152 -0.64662
H -3.45196 -0.32628 -0.99879
H -2.75013 -1.92080 0.80016
H -2.71942 -1.26540 2.54534
H 3.85936 0.96988 2.33593
H 4.51862 1.37608 0.64675
H 4.99339 -0.04203 1.48681
H 0.37296 1.91339 -1.92253
H 1.01269 1.27540 -3.42567
H 2.02885 1.66258 -2.12412
H 1.79857 -0.80224 -2.03978
H 0.06575 -0.71964 -2.35612
H -3.53743 1.03671 1.63723
H -4.51950 -0.20557 1.21133
```

Record 4
One molecule with the formula C10H18N4O4 at a distorted geometry, computed with wB97M-V/def2-TZVPD.

Values from the calculation:
**2S+1**: 1
**Charge**: 0
**HOMO-LUMO gap**: 0.360 Ha

Geometry as XYZ:
```
36
C10H18N4O4 (wB97M-V/def2-TZVPD)
O 2.30053 0.43599 1.64174
O 0.06548 0.97923 -2.25264
O -4.42606 1.19397 0.13962
O -0.89508 -1.80162 0.97544
C 2.38945 -0.52128 0.83411
C 0.63372 1.05199 -1.14909
C -4.58605 0.99423 1.34202
C -1.66432 -1.13804 0.24537
N -5.73504 1.16363 1.91147
N -2.69834 -1.59822 -0.38051
N 2.61558 -0.26622 -0.50431
N -0.05302 0.79703 0.01956
C 2.05285 -1.97390 1.24417
C -3.06135 -2.97103 -0.31424
C 2.12710 0.89801 -1.11136
C -3.32119 0.62658 2.10163
C -1.99117 1.09708 1.47068
C -1.48391 0.44783 0.13226
H -6.37183 1.64188 1.25604
H -5.94246 0.77550 2.81362
H -3.02945 -1.03853 -1.13648
H 2.70216 -1.14451 -1.02021
H 0.51758 0.84373 0.86664
H 1.34843 -2.01024 2.16866
H 1.66319 -2.46844 0.34753
H 3.00245 -2.37721 1.67559
H -4.02036 -3.15605 -0.70166
H -2.99326 -3.30592 0.73824
H -2.31599 -3.66738 -0.81268
H 2.55869 1.12954 -2.09082
H 2.59758 1.69364 -0.64429
H -3.21674 -0.44810 2.23838
H -3.41106 1.12363 3.03495
H -1.84347 2.18524 1.42303
H -1.23306 0.83145 2.24404
H -2.00757 0.85455 -0.72148
```

Values of ΔE to the lowest compared entry with this formula, charge and spin, in order: 3.875; 4.277; 1.490; 1.555, all in eV.